The following is a quantum chemistry calculation of a 2-piece molecular cluster, C3H12N2OS overall, from the OMol25 dataset.

Geometry (Å):
1 N -1.403896 0.803696 0.521189
2 C -0.034466 0.283174 0.626101
3 C 0.365060 -0.634588 -0.565278
4 N 0.585141 0.210487 -1.748626
5 C 1.577231 -1.498925 -0.189445
6 S 1.903293 -2.827929 -1.400387
7 H -1.513511 1.186027 -0.418735
8 H -2.057631 0.031285 0.566918
9 H 0.652609 1.125307 0.530437
10 H 0.010891 -0.296635 1.538864
11 H -0.433590 -1.353372 -0.758791
12 H -0.003774 -0.111565 -2.512327
13 H 1.532011 0.119707 -2.091773
14 H 2.478014 -0.893992 -0.124672
15 H 1.389935 -1.885424 0.806856
16 H 1.487986 -3.822309 -0.604147
17 O -2.335874 2.977243 2.225125
18 H -1.672248 2.691905 1.580928
19 H -2.527179 3.895906 2.017763

Cartesian forces (eV/Å) of the 6 atoms listed first:
N 0.466 0.122 -0.581
C -0.479 -0.529 -1.373
C 0.312 0.003 0.456
N -0.424 -0.477 -0.293
C -0.288 0.544 -0.215
S -0.038 -0.026 0.357

Computed properties:
* energy above the lowest of the compared OMol25 structures with the same formula, charge and spin: 37.5 kJ/mol
* E: -704.4240 hartree
* maximum force: 0.03009 Eh/bohr
* highest occupied orbital energy: -0.333 Ha
* SMILES: NC[C@@H](N)CS.O
* LUMO energy: 0.0269 Eh


The following is a quantum chemistry calculation of a 2-piece molecular cluster, C3H12N2OS overall, from the OMol25 dataset.

Geometry (Å):
1 N 2.128210 -0.196773 1.008231
2 C 1.033139 0.790784 0.719725
3 C -0.393257 0.262069 0.105482
4 N -0.843816 -0.985923 0.849184
5 C -1.549160 1.241886 0.245689
6 S -2.956434 0.887980 -0.895076
7 H 2.979158 -0.031921 1.458283
8 H 1.757152 -1.094894 1.487069
9 H 1.341606 1.568092 0.009122
10 H 0.718902 1.294221 1.638602
11 H -0.258751 0.072682 -0.931726
12 H -0.661824 -0.881711 1.865891
13 H -0.333319 -1.817371 0.613879
14 H -1.283361 2.302408 0.029381
15 H -1.651070 1.123159 1.293579
16 H -3.298618 -0.382149 -0.782439
17 O 0.779992 -1.210472 -3.028564
18 H 1.290449 -1.778911 -3.575625
19 H 1.201005 -1.163152 -2.110678

Cartesian forces (eV/Å) of the 6 atoms listed first:
N -3.803 -3.211 -0.945
C -0.863 0.204 0.298
C 2.009 -1.567 1.488
N 0.234 1.059 0.247
C 1.054 -0.055 -0.636
S 0.288 1.407 0.129

Computed properties:
* energy above the lowest of the compared OMol25 structures with the same formula, charge and spin: 151.8 kJ/mol
* E: -704.3804 hartree
* maximum force: 0.09852 Eh/bohr
* highest occupied orbital energy: -0.327 Ha
* SMILES: NC[C@@H](N)CS.O
* LUMO energy: 0.0289 Eh


The following is a quantum chemistry calculation of a 2-piece molecular cluster, C3H12N2OS overall, from the OMol25 dataset.

Geometry (Å):
1 N -0.955816 0.944203 -2.022595
2 C -0.562777 1.372868 -0.661446
3 C -0.204016 0.222870 0.394359
4 N 0.898559 -0.547926 -0.049755
5 C 0.135505 0.793881 1.867880
6 S 0.283607 -0.531067 3.175582
7 H -0.130240 1.027317 -2.611852
8 H -1.177913 -0.021461 -2.035928
9 H 0.317146 2.017646 -0.799248
10 H -1.363330 1.966676 -0.188921
11 H -0.920885 -0.588009 0.528505
12 H 1.740228 0.101754 -0.114051
13 H 1.077298 -1.312920 0.680830
14 H 1.092378 1.339353 1.797354
15 H -0.634018 1.500806 2.170272
16 H -0.821953 -1.207250 2.856544
17 O 0.166861 -2.274559 -1.974017
18 H 0.609850 -1.629640 -1.285744
19 H 0.449517 -3.174544 -1.727768

Cartesian forces (eV/Å) of the 6 atoms listed first:
N 0.891 0.947 0.655
C -0.234 -0.928 0.866
C 0.013 0.920 1.164
N 3.220 -0.534 0.387
C -0.793 -0.297 -1.211
S 0.373 0.732 -0.770

Computed properties:
* energy above the lowest of the compared OMol25 structures with the same formula, charge and spin: 71.1 kJ/mol
* E: -704.4112 hartree
* maximum force: 0.06392 Eh/bohr
* highest occupied orbital energy: -0.345 Ha
* SMILES: NC[C@@H](N)CS.O
* LUMO energy: 0.0257 Eh


The following is a quantum chemistry calculation of a 2-piece molecular cluster, C3H12N2OS overall, from the OMol25 dataset.

Geometry (Å):
1 N 0.644282 0.578375 -1.914522
2 C 0.508335 -0.800734 -1.459573
3 C -0.054286 -0.742574 0.036427
4 N 0.683104 -0.120540 1.165877
5 C -0.629942 -2.215464 0.379827
6 S -1.708118 -2.632779 1.588393
7 H 0.456494 0.903110 -2.873528
8 H 0.123725 1.196279 -1.366735
9 H 1.557611 -1.161899 -1.326972
10 H 0.043194 -1.407760 -2.216957
11 H -0.940151 -0.168353 0.004678
12 H 0.037477 0.554794 1.412112
13 H 1.443711 0.280976 0.639096
14 H 0.120886 -3.098551 0.509506
15 H -1.107615 -2.420600 -0.568446
16 H -1.012686 -2.083271 2.709452
17 O 0.026730 4.128515 1.065113
18 H 0.623002 4.758870 1.369031
19 H -0.815754 4.451606 0.847221

Cartesian forces (eV/Å) of the 6 atoms listed first:
N 0.586 0.627 -1.287
C 2.287 1.373 1.917
C -1.539 -3.292 0.075
N 1.410 -2.476 -2.581
C 4.307 -0.508 -2.862
S -2.077 1.004 4.223

Computed properties:
* energy above the lowest of the compared OMol25 structures with the same formula, charge and spin: 226.4 kJ/mol
* E: -704.3520 hartree
* maximum force: 0.10104 Eh/bohr
* highest occupied orbital energy: -0.309 Ha
* SMILES: NC[C@H](N)CS.O
* LUMO energy: 0.0265 Eh


The following is a quantum chemistry calculation of a 2-piece molecular cluster, C3H12N2S overall, from the OMol25 dataset.

Geometry (Å):
1 C -1.414400 1.376742 -2.176070
2 C -1.530091 0.278693 -1.100532
3 S -1.488297 -1.351496 -1.898381
4 H -0.417179 1.421667 -2.597437
5 H -2.132187 1.188744 -2.971787
6 H -1.631132 2.339914 -1.712595
7 H -2.480118 0.343439 -0.582404
8 H -0.685350 0.430744 -0.431869
9 H -2.385928 -1.928439 -1.092307
10 N 2.610422 0.005183 2.297120
11 C 1.563032 -0.035215 1.282852
12 N 1.035409 -1.372640 1.114934
13 H 2.223730 0.355938 3.155165
14 H 3.066456 -0.875336 2.422375
15 H 1.943758 0.405851 0.364705
16 H 0.767060 0.643831 1.626556
17 H 0.347162 -1.446485 0.366193
18 H 0.607653 -1.781131 1.933489

Cartesian forces (eV/Å) of the 6 atoms listed first:
C -0.512 -0.248 0.488
C 0.258 0.633 -0.829
S 0.136 -0.197 0.114
H 0.177 -0.084 -0.103
H -0.004 0.129 -0.078
H 0.032 0.072 -0.099

Computed properties:
* energy above the lowest of the compared OMol25 structures with the same formula, charge and spin: 21.2 kJ/mol
* E: -629.1714 hartree
* maximum force: 0.02464 Eh/bohr
* highest occupied orbital energy: -0.328 Ha
* SMILES: CCS.NCN
* LUMO energy: 0.0284 Eh


The following is a quantum chemistry calculation of a 2-piece molecular cluster, C3H12N2S overall, from the OMol25 dataset.

Geometry (Å):
1 C 1.067222 1.805528 -0.784628
2 S -0.561193 1.750398 0.030538
3 C 0.034515 2.266882 1.711738
4 H 1.618057 2.723481 -0.558006
5 H 1.688602 1.070528 -0.281903
6 H 1.100839 1.511506 -1.832022
7 H 0.847134 1.607776 2.089800
8 H -0.748801 2.414024 2.454486
9 H 0.682668 3.145771 1.695301
10 N -0.252958 -2.023356 0.828544
11 C -1.092577 -2.283951 -0.391107
12 N -0.647184 -1.965841 -1.786531
13 H -0.225819 -1.031508 0.985912
14 H 0.685883 -2.304508 0.692424
15 H -1.994105 -1.814269 -0.118274
16 H -1.360376 -3.420982 -0.468246
17 H -0.265013 -2.471523 -2.567397
18 H -0.576894 -0.979955 -1.700630

Cartesian forces (eV/Å) of the 6 atoms listed first:
C 0.740 -0.428 1.055
S 0.519 0.612 0.650
C 1.615 -0.358 -0.206
H -0.524 0.294 -0.541
H 0.050 -0.456 0.093
H -0.525 0.418 -0.013

Computed properties:
* energy above the lowest of the compared OMol25 structures with the same formula, charge and spin: 119.5 kJ/mol
* E: -629.1340 hartree
* maximum force: 0.09003 Eh/bohr
* highest occupied orbital energy: -0.321 Ha
* SMILES: CSC.NCN
* LUMO energy: 0.0329 Eh


The following is a quantum chemistry calculation of a 2-piece molecular cluster, C3H12N2S overall, from the OMol25 dataset.

Geometry (Å):
1 C 0.605752 -0.453825 -2.901625
2 S -0.334731 -1.604597 -3.891148
3 H 0.935900 0.360617 -3.544418
4 H -0.019406 -0.042612 -2.090747
5 H 1.459430 -0.911914 -2.406466
6 H -0.149559 -2.730038 -3.157279
7 C -0.738445 1.041073 1.447862
8 C 0.186509 -0.174124 1.380474
9 N 1.217013 0.048867 0.361699
10 N -1.820136 0.771316 2.392617
11 H -0.130770 1.918279 1.689830
12 H -1.181536 1.167686 0.461227
13 H 0.610566 -0.365660 2.375310
14 H -0.412009 -1.059022 1.159977
15 H 1.736802 -0.809273 0.218650
16 H 1.919609 0.671521 0.733942
17 H -1.454674 0.598458 3.319887
18 H -2.430307 1.573256 2.450208

Cartesian forces (eV/Å) of the 6 atoms listed first:
C 0.251 -0.147 -0.098
S 0.269 0.307 0.426
H -0.191 0.020 -0.075
H -0.158 -0.044 0.058
H -0.083 -0.226 -0.139
H -0.014 0.148 -0.021

Computed properties:
* energy above the lowest of the compared OMol25 structures with the same formula, charge and spin: 94.3 kJ/mol
* E: -628.8400 hartree
* spin multiplicity: 2
* maximum force: 0.01457 Eh/bohr
* net charge: +1
* highest occupied orbital energy (alpha / beta): -0.440 / -0.439 Ha
* LUMO energy (alpha / beta): -0.1475 / -0.3380 Eh


The following is a quantum chemistry calculation of a 2-piece molecular cluster, C3H12N2Si overall, from the OMol25 dataset.

Geometry (Å):
1 C 0.127598 -1.649514 1.113883
2 C 0.680764 -1.489265 -1.237046
3 C -1.792174 1.152134 -0.066185
4 N -0.170588 -1.110540 -0.140776
5 N -0.649617 1.247099 0.727372
6 Si 0.807347 1.890601 0.146952
7 H -0.761930 -1.375274 1.696795
8 H 0.198408 -2.704142 0.937179
9 H 0.861461 -1.106325 1.658809
10 H 0.277544 -1.354276 -2.271317
11 H 1.669891 -0.927514 -1.268000
12 H 1.003031 -2.408326 -0.950033
13 H -1.799835 0.588626 -0.990741
14 H -2.486098 0.636688 0.625565
15 H -2.021972 2.102690 -0.411203
16 H 0.973464 2.603013 -1.087837
17 H 1.093917 3.026844 1.096608
18 H 1.988789 0.877481 0.419974

Cartesian forces (eV/Å) of the 6 atoms listed first:
C -2.092 0.632 0.188
C 0.543 3.114 -0.181
C -1.249 -2.174 1.401
N -0.453 1.678 -2.395
N 1.200 -0.668 -0.365
Si 2.577 0.240 2.042

Computed properties:
* energy above the lowest of the compared OMol25 structures with the same formula, charge and spin: 728.5 kJ/mol
* E: -520.2956 hartree
* maximum force: 0.07041 Eh/bohr
* highest occupied orbital energy (alpha / beta): -0.335 / -0.341 Ha
* LUMO energy (alpha / beta): -0.0048 / -0.0215 Eh


The following is a quantum chemistry calculation of a 2-piece molecular cluster, C3H12N3 overall, from the OMol25 dataset.

Geometry (Å):
1 C 2.012775 1.432607 0.578419
2 C -1.357874 0.609602 -0.058480
3 C 0.934729 -0.543448 -0.492569
4 N -2.523601 -0.310901 -0.073865
5 N 0.607396 -1.834580 -0.549222
6 N 1.793157 -0.029758 0.418389
7 H 1.253709 1.982608 1.015153
8 H 2.833980 1.504603 1.128560
9 H 2.106175 1.899306 -0.336898
10 H -1.199674 1.023496 0.918579
11 H -1.659630 1.404659 -0.700475
12 H 0.703630 -0.054800 -1.462836
13 H -2.352304 -1.354384 0.112127
14 H -2.840785 -0.380687 -1.098435
15 H 0.253606 -2.367223 -1.285616
16 H 0.933220 -2.405504 0.272039
17 H 1.844268 -0.690237 1.212685
18 H -3.342778 0.114640 0.402444

Cartesian forces (eV/Å) of the 6 atoms listed first:
C -2.023 -2.712 -1.181
C 1.530 -0.589 -0.262
C -0.676 1.263 -2.323
N -1.352 -1.335 -2.226
N 1.823 -0.811 4.382
N -1.887 -1.143 -0.479

Computed properties:
* energy above the lowest of the compared OMol25 structures with the same formula, charge and spin: 400.6 kJ/mol
* E: -285.4128 hartree
* maximum force: 0.09364 Eh/bohr
* net charge: +1
* highest occupied orbital energy: -0.405 Ha
* LUMO energy: -0.1142 Eh


The following is a quantum chemistry calculation of a 2-piece molecular cluster, C3H12N3 overall, from the OMol25 dataset.

Geometry (Å):
1 N 2.193214 0.095285 0.478358
2 C 1.953913 1.312107 1.181485
3 N 0.763710 1.696349 1.332667
4 H 2.533385 -0.656270 1.069186
5 H 2.901216 0.226949 -0.238726
6 H 2.818315 1.849859 1.578049
7 H 0.741026 2.545421 1.895981
8 C -2.303084 -1.261879 -1.883429
9 C -1.719736 -1.334705 -0.488783
10 N -0.631561 -0.300127 -0.301593
11 H -2.940218 -2.128925 -2.043046
12 H -2.872780 -0.345676 -2.019767
13 H -1.505240 -1.317443 -2.623392
14 H -2.438122 -1.159565 0.307101
15 H -1.225691 -2.284029 -0.284575
16 H 0.067443 -0.204576 -1.036902
17 H -0.097615 -0.499025 0.547376
18 H -1.022898 0.625870 -0.112275

Cartesian forces (eV/Å) of the 6 atoms listed first:
N -0.029 -0.161 -0.574
C 0.055 -0.160 0.233
N 0.046 0.000 0.171
H 0.057 0.169 0.229
H 0.077 0.010 0.108
H -0.017 0.044 -0.048

Computed properties:
* energy above the lowest of the compared OMol25 structures with the same formula, charge and spin: 101.1 kJ/mol
* E: -285.5269 hartree
* maximum force: 0.02094 Eh/bohr
* net charge: +1
* highest occupied orbital energy: -0.527 Ha
* LUMO energy: -0.1058 Eh


The following is a quantum chemistry calculation of a 2-piece molecular cluster, C3H12NO overall, from the OMol25 dataset.

Geometry (Å):
1 C -0.072872 -0.031820 0.021373
2 C -0.440647 0.854180 -1.036296
3 C 0.697493 1.798205 -1.400263
4 N -0.889714 -1.327828 0.142703
5 H 1.026558 -0.362047 0.004804
6 H 0.124134 0.469907 0.967933
7 H -1.458059 1.248657 -0.829437
8 H -0.728278 0.122190 -1.895600
9 H 0.751358 2.450675 -0.466605
10 H 1.506075 1.209293 -1.667947
11 H 0.641357 2.552155 -2.031118
12 H -1.724026 -1.272773 0.634964
13 H -1.215151 -1.581414 -0.723792
14 H -0.261250 -2.057663 0.512850
15 H 0.688004 -2.167085 2.616385
16 H 0.942813 -0.673911 2.903531
17 O 0.412207 -1.230721 2.246517

Cartesian forces (eV/Å) of the 6 atoms listed first:
C 3.347 -1.835 2.769
C -2.907 -0.754 -4.267
C -1.748 -0.943 5.268
N 3.107 2.409 0.423
H -1.478 -0.203 -1.041
H -1.458 -0.019 0.242

Computed properties:
* energy above the lowest of the compared OMol25 structures with the same formula, charge and spin: 213.2 kJ/mol
* E: -251.2993 hartree
* spin multiplicity: 2
* maximum force: 0.10948 Eh/bohr
* highest occupied orbital energy (alpha / beta): -0.117 / -0.420 Ha
* LUMO energy (alpha / beta): 0.0298 / 0.0253 Eh


The following is a quantum chemistry calculation of a 2-piece molecular cluster, C3H12NO overall, from the OMol25 dataset.

Geometry (Å):
1 C -2.455666 -0.620265 -0.601834
2 O -2.143150 0.289724 0.438913
3 H -2.882692 -1.582426 -0.292634
4 H -1.591044 -0.932163 -1.197789
5 H -3.137627 -0.182463 -1.310727
6 H -3.016620 0.558370 0.757931
7 C 2.303968 0.476465 -0.653264
8 C 1.442371 -0.407452 0.225520
9 N 0.499920 0.405700 1.047260
10 H 3.001353 -0.164527 -1.179714
11 H 2.787130 1.296651 -0.112341
12 H 1.639735 1.055944 -1.294340
13 H 2.001944 -1.044475 0.910822
14 H 0.850161 -1.049062 -0.409740
15 H 0.832040 0.701303 1.964611
16 H 0.298134 1.224463 0.516533
17 H -0.429958 -0.025787 1.190792

Cartesian forces (eV/Å) of the 6 atoms listed first:
C 0.018 -1.289 -1.171
O -0.351 -0.262 0.121
H -0.092 0.354 0.547
H 0.324 0.543 0.376
H -0.337 0.310 -0.230
H 0.424 0.232 0.341

Computed properties:
* energy above the lowest of the compared OMol25 structures with the same formula, charge and spin: 98.7 kJ/mol
* E: -251.2328 hartree
* maximum force: 0.03387 Eh/bohr
* net charge: +1
* highest occupied orbital energy: -0.551 Ha
* LUMO energy: -0.1191 Eh